Entry 1:
Entry from the OMol25 dataset: a 9-piece molecular cluster, C18H53NO8PS9 overall (wB97M-V/def2-TZVPD).

Properties
Charge: -1
Frontier orbital gap (hartree): 0.2024

Atoms and positions in Å:
C  1.818361  -3.892060  0.597227
C  1.623275  -4.012207  -0.741898
N  2.071131  -3.206618  -1.760805
P  3.517564  -2.520396  -1.678126
S  3.700314  -0.572500  -2.035337
H  1.753439  -4.767132  1.237031
H  2.061177  -2.943902  1.069493
H  0.945629  -4.808188  -1.079215
H  4.359877  -3.187525  -2.600114
H  4.139473  -2.812060  -0.449554
C  1.458404  -9.057579  3.269352
S  2.235023  -7.838746  2.193728
O  1.629428  -6.527921  2.517851
C  1.448589  -8.392308  0.676225
H  1.783809  -8.848482  4.286232
H  0.374907  -8.960829  3.199031
H  1.778076  -10.058477  2.977670
H  0.366431  -8.336855  0.793204
H  1.766014  -9.410803  0.449641
H  1.769126  -7.716454  -0.114545
C  -1.710690  -0.301934  2.081180
S  -0.187761  -1.186230  1.717676
O  0.882869  -0.531314  2.531147
C  0.003487  -0.612345  0.033337
H  -1.969168  -0.502043  3.119908
H  -1.565649  0.767153  1.935500
H  -2.504762  -0.659188  1.427435
H  0.050828  0.477248  0.024082
H  -0.842045  -0.967626  -0.555563
H  0.928493  -1.034201  -0.363304
C  1.205680  0.307128  -6.002968
S  0.424362  -1.132947  -5.262232
O  -0.919373  -1.258571  -5.921190
C  0.115492  -0.354266  -3.690876
H  1.437655  0.069845  -7.039752
H  0.518338  1.153843  -5.960705
H  2.123477  0.523804  -5.455009
H  -0.509362  0.522576  -3.846134
H  1.067116  -0.077181  -3.236086
H  -0.394740  -1.068345  -3.049839
C  -0.741161  4.179645  -4.051640
S  -0.003434  3.416565  -2.600192
O  -0.851888  2.240614  -2.268189
C  -0.453936  4.716754  -1.444349
H  -0.612470  3.497791  -4.889871
H  -1.804129  4.345665  -3.877319
H  -0.231959  5.119592  -4.264463
H  -1.535995  4.849046  -1.451999
H  0.050506  5.640807  -1.726947
H  -0.122814  4.403786  -0.456347
C  1.387567  0.815363  5.428753
S  -0.320935  1.035607  5.888858
O  -0.487861  2.467272  6.283118
C  -0.229830  0.095577  7.419399
H  1.561000  1.358714  4.503270
H  2.013830  1.213269  6.229502
H  1.591456  -0.239995  5.255708
H  0.524157  0.538602  8.070684
H  0.021979  -0.939096  7.187579
H  -1.207512  0.141088  7.895058
C  -4.189947  1.725202  -1.649133
S  -4.534753  2.493717  -0.067392
O  -3.769873  1.731421  0.951718
C  -6.241088  1.934138  0.044479
H  -3.141843  1.904356  -1.884779
H  -4.369017  0.652255  -1.571983
H  -4.826028  2.170261  -2.415813
H  -6.264065  0.845610  -0.004198
H  -6.819685  2.370309  -0.770008
H  -6.637026  2.271637  1.000236
C  5.722285  4.501596  7.614701
S  4.375638  3.356337  7.945841
O  4.715541  2.086185  7.257221
C  3.154596  4.192374  6.926225
H  6.605134  4.128198  8.129185
H  5.905527  4.538976  6.541000
H  5.460771  5.488200  7.997597
H  3.524758  4.253440  5.902856
H  2.966500  5.186892  7.331403
H  2.234767  3.608774  6.951773
C  -2.900141  0.823767  -6.762104
S  -2.316786  2.173336  -7.775096
O  -2.732545  3.441905  -7.108467
C  -3.459442  1.911358  -9.138251
H  -2.330562  0.832736  -5.837865
H  -3.962655  0.964764  -6.555127
H  -2.713763  -0.123254  -7.263785
H  -4.481736  1.975914  -8.765520
H  -3.270150  0.933448  -9.580380
H  -3.282123  2.691322  -9.875835

Cartesian forces (eV/Å) of the 2 atoms listed first:
C -0.1 -0.2 -0.1
C 0.0 0.3 0.2

Entry 2:
Entry from the OMol25 dataset: one molecule with the formula C8H18N2O2S in a non-equilibrium geometry (wB97M-V/def2-TZVPD).

Properties
Energy relative to the best compared isomer or geometry (same formula, charge and spin) (kJ/mol): 199.1
Frontier orbital gap (hartree): 0.3843
SMILES string: CCC[C@@H]1CO[S@@](=N)(=O)N1CCC

Atoms and positions in Å:
C  1.560013  -2.581259  -2.509316
C  0.874138  -2.596876  -1.081025
C  0.160752  -1.211190  -0.860622
C  -0.460044  -1.021466  0.506864
C  -1.787639  -1.859765  0.745775
O  -2.586842  -1.226150  1.724664
S  -2.369721  0.368264  1.636179
N  -3.418065  0.892184  0.740999
O  -2.111285  0.793760  2.991066
N  -0.943148  0.357265  0.712729
C  0.030196  1.300517  1.205929
C  -0.345977  2.735964  0.809374
C  0.579990  3.832417  1.339796
H  1.258482  -1.846806  -3.145582
H  1.339906  -3.499591  -2.961000
H  2.699811  -2.624772  -2.529513
H  1.529425  -2.759620  -0.169578
H  -0.010198  -3.356068  -1.007508
H  -0.639562  -0.834500  -1.609511
H  0.927626  -0.565894  -1.068562
H  0.227547  -1.133542  1.311437
H  -2.582312  -1.860637  -0.117662
H  -1.623990  -2.933878  0.930869
H  -4.267231  0.899692  1.206539
H  0.871933  1.040141  0.702980
H  0.082729  1.054604  2.213188
H  -0.448826  2.702441  -0.197303
H  -1.324271  2.684887  1.191292
H  0.393204  3.898266  2.333661
H  1.575750  3.367417  1.144052
H  0.510253  4.809931  0.831415

Cartesian forces (eV/Å) of the 2 atoms listed first:
C 2.4 -2.3 3.2
C -2.3 0.3 0.1

Entry 3:
Entry from the OMol25 dataset: C48H36LiN5O5S as an isolated structure in a non-equilibrium geometry (wB97M-V/def2-TZVPD).

Properties
Charge: -2
Frontier orbital gap (alpha / beta) (hartree): 0.1513 / 0.1512

Atoms and positions in Å:
Li  -0.221100  -0.584700  -1.006600
C  -7.479600  5.222800  -3.967100
O  -6.643600  4.238200  -4.499900
C  -5.612600  3.755600  -3.708300
C  -5.268900  4.239200  -2.456100
C  -4.228600  3.646200  -1.749900
C  -3.520000  2.574300  -2.267200
C  -3.863900  2.117300  -3.541100
C  -4.896800  2.690400  -4.250200
C  -2.447600  1.846600  -1.544600
C  -2.889500  0.798400  -0.730200
C  -4.253300  0.510600  -0.417100
C  -4.261400  -0.729900  0.166900
C  -2.906300  -1.158600  0.190000
N  -2.098100  -0.225700  -0.300200
C  -2.390100  -2.498400  0.477800
C  -1.138100  -2.519300  1.274400
C  -0.755000  -2.402400  2.598500
C  0.647700  -2.469500  2.630700
C  1.095700  -2.581500  1.318200
C  2.395100  -2.602300  0.657700
C  3.256200  -3.773400  0.727000
C  3.679000  -4.342200  -0.485800
C  4.488700  -5.456000  -0.536800
C  4.916300  -6.057800  0.639900
O  5.733800  -7.187200  0.682300
C  5.864900  -7.892700  -0.518600
C  4.504200  -5.521700  1.856300
C  3.683000  -4.411500  1.899000
C  2.708000  -1.617300  -0.268500
N  1.923700  -0.600600  -0.708400
C  2.673400  0.152700  -1.532900
C  2.289200  1.266900  -2.290500
C  3.227900  1.646600  -3.349800
C  3.688700  2.937400  -3.624200
C  4.569500  3.178700  -4.661900
C  5.037800  2.133900  -5.452500
O  5.926200  2.465300  -6.471500
C  6.318000  1.423400  -7.319000
C  4.602600  0.842100  -5.192700
C  3.702500  0.618100  -4.173100
C  1.001300  1.863200  -2.271500
C  0.591200  3.007400  -3.042400
C  -0.744000  3.153800  -2.829900
C  -1.135200  2.093700  -1.945500
N  -0.045000  1.351200  -1.612000
C  4.041300  -0.347600  -1.550300
C  4.050600  -1.463300  -0.802300
N  -0.009500  -2.608100  0.533200
C  -3.381200  -3.569600  0.670800
C  -4.320400  -3.815000  -0.336000
C  -5.224200  -4.857600  -0.256500
C  -5.216300  -5.692200  0.853200
O  -6.079700  -6.770100  1.042700
C  -6.677000  -7.341500  -0.088000
C  -4.300900  -5.451000  1.874400
C  -3.384900  -4.423000  1.776100
H  -8.261000  5.379300  -4.711600
H  -6.947300  6.167900  -3.804300
H  -7.938000  4.896500  -3.026600
H  -5.798900  5.070400  -2.010100
H  -3.978000  4.016800  -0.766700
H  -3.322500  1.279200  -3.952300
H  -5.185500  2.330200  -5.228000
H  -5.100100  1.146400  -0.616800
H  -5.097600  -1.282500  0.562400
H  -1.419200  -2.268900  3.437700
H  1.270700  -2.395600  3.507700
H  3.322500  -3.911800  -1.410000
H  4.770500  -5.851700  -1.502700
H  6.415700  -8.803100  -0.282000
H  6.420100  -7.324800  -1.276600
H  4.886900  -8.165600  -0.932100
H  4.844200  -5.996700  2.766200
H  3.378200  -4.016900  2.856600
H  3.373000  3.756200  -2.993800
H  4.923300  4.179000  -4.873100
H  6.984300  1.868700  -8.059500
H  5.456900  0.974700  -7.832700
H  6.858300  0.634300  -6.777500
H  4.955000  0.003400  -5.775700
H  3.353900  -0.387600  -3.993500
H  1.218900  3.628000  -3.657700
H  -1.387900  3.911500  -3.245200
H  4.877800  0.109800  -2.050400
H  4.892100  -2.090500  -0.571100
H  -4.309300  -3.176800  -1.206500
H  -5.932900  -5.016300  -1.057700
H  -7.130400  -8.275000  0.252300
H  -5.942600  -7.571100  -0.867800
H  -7.462200  -6.707000  -0.518600
H  -4.319400  -6.088600  2.747000
H  -2.656000  -4.272300  2.559600
O  -1.862700  -2.083300  -2.402500
S  -1.536800  -3.012000  -1.311800
N  -0.067200  -2.659600  -0.813100

Cartesian forces (eV/Å) of the 2 atoms listed first:
Li 0.5 0.5 0.1
C -0.1 0.1 0.1

Entry 4:
Entry from the OMol25 dataset: a 12-piece molecular cluster, C6H35NO12 overall (wB97M-V/def2-TZVPD).

Properties
Energy relative to the best compared isomer or geometry (same formula, charge and spin) (kJ/mol): 15.7
Frontier orbital gap (hartree): 0.3637
SMILES string: CCCCCNC=O.O.O.O.O.O.O.O.O.O.O.O

Atoms and positions in Å:
C  1.121671  -2.765251  1.915269
C  -0.330099  -2.324056  2.050591
C  -0.476133  -0.827820  2.318955
C  0.095645  0.047538  1.196214
C  -0.514200  -0.182228  -0.170827
N  -1.967846  -0.014276  -0.187913
C  -2.512961  1.220799  -0.052388
O  -3.672907  1.393523  0.288507
H  1.719511  -2.334753  2.723562
H  1.223058  -3.849631  1.943496
H  1.561768  -2.419466  0.978029
H  -0.801048  -2.884158  2.864685
H  -0.872587  -2.609174  1.146733
H  0.003852  -0.581472  3.268069
H  -1.526182  -0.544964  2.446928
H  -0.033207  1.090425  1.477176
H  1.179055  -0.086653  1.153091
H  -0.089375  0.495843  -0.906654
H  -0.303177  -1.178984  -0.537581
H  -2.538323  -0.796539  0.108480
H  -1.863884  2.077671  -0.270197
O  1.312759  2.473923  -1.943020
H  1.770698  3.164666  -2.437375
H  1.950692  2.276565  -1.183676
O  -0.237089  3.940265  -0.150574
H  0.387755  3.912037  0.601324
H  0.192824  3.377701  -0.827424
O  1.005670  3.292446  2.278444
H  0.042452  3.205409  2.472726
H  1.340991  3.974129  2.865418
O  -1.683641  -1.047084  -3.178648
H  -2.085809  -0.630160  -2.406201
H  -0.866213  -0.522823  -3.327584
O  -1.733078  3.426107  2.118548
H  -1.513054  3.767199  1.228450
H  -2.484667  2.844626  1.980964
O  -0.550806  -3.288105  -1.959948
H  -1.120381  -3.408947  -1.193789
H  -0.989548  -2.587159  -2.495938
O  0.811316  0.192255  -3.383776
H  1.085222  0.303152  -4.289859
H  1.019590  1.040931  -2.927443
O  2.877061  1.985190  0.074455
H  2.386335  2.160606  0.890643
H  3.145375  1.035274  0.096882
O  3.399488  -0.672949  -0.124643
H  3.749780  -1.281935  0.524514
H  2.868729  -1.159976  -0.801418
O  -3.007856  -2.838632  -0.040570
H  -3.750956  -2.884614  -0.651096
H  -3.275568  -3.293321  0.764404
O  1.888632  -1.941991  -1.950747
H  1.100373  -2.525034  -1.859324
H  1.560294  -1.216128  -2.517959

Cartesian forces (eV/Å) of the 2 atoms listed first:
C 0.2 0.2 0.0
C -0.1 -0.2 0.1

Entry 5:
Entry from the OMol25 dataset: an isolated ion of composition C7H12NO2SSi and charge -1 in a non-equilibrium geometry (wB97M-V/def2-TZVPD).

Properties
Charge: -1
Energy relative to the best compared isomer or geometry (same formula, charge and spin) (kJ/mol): 140.6
Frontier orbital gap (alpha / beta) (hartree): 0.2687 / 0.2686

Atoms and positions in Å:
C  2.642564  1.164524  0.970964
C  1.303921  -1.805306  0.039530
C  3.143775  0.726466  -0.358600
C  0.748605  -0.333500  -0.152537
C  -2.007723  -1.070955  1.370493
C  -1.880589  -0.714292  -1.740137
C  -1.594404  1.738479  0.143487
N  1.504791  1.010491  1.456745
O  0.255093  -2.510097  -0.142133
O  2.488665  -2.038026  0.224274
Si  -1.188620  -0.164008  -0.119581
S  1.550660  0.514938  -1.419309
H  3.392517  1.882549  1.377365
H  3.904427  1.494270  -0.755830
H  3.735314  -0.149057  -0.238229
H  -1.582376  -0.643071  2.422766
H  -3.032971  -0.688725  1.406248
H  -1.970428  -2.131563  1.350062
H  -1.227187  -0.618797  -2.642810
H  -2.158547  -1.845042  -1.632632
H  -2.747646  -0.086792  -1.904056
H  -0.777590  2.293182  0.491368
H  -1.930871  2.164703  -0.870999
H  -2.571369  1.809630  0.723552

Cartesian forces (eV/Å) of the 2 atoms listed first:
C -0.4 1.2 0.0
C -2.3 0.9 -0.1

Entry 6:
Entry from the OMol25 dataset: C46H42CrP2SeSi as an isolated structure (wB97M-V/def2-TZVPD).

Properties
Energy relative to the best compared isomer or geometry (same formula, charge and spin) (kJ/mol): 10.2
2S+1: 5
Frontier orbital gap (alpha / beta) (hartree): 0.2421 / 0.2678
<S²>: 6.119

Atoms and positions in Å:
Cr  -0.541668  -0.074637  0.384572
C  -3.128449  -0.543411  -2.499454
Si  -1.315190  -0.433503  -1.964916
C  -0.523631  0.889985  -3.098851
C  -1.029102  1.291687  -4.336020
C  -0.394573  2.269190  -5.090782
C  0.763941  2.876888  -4.622685
C  1.279801  2.513117  -3.388182
C  0.627818  1.541958  -2.632841
P  1.191146  1.021837  -0.994110
C  0.488781  2.173759  0.226526
C  0.799239  1.896013  1.568391
C  0.310449  2.694730  2.591639
C  -0.495297  3.779779  2.285372
C  -0.817062  4.055789  0.961390
C  -0.333538  3.262286  -0.067548
C  2.981546  1.344482  -0.942604
C  3.820323  0.390038  -1.512663
C  5.193458  0.577281  -1.518827
C  5.740713  1.717838  -0.947524
C  4.910343  2.671100  -0.374038
C  3.534899  2.487982  -0.371725
C  -0.608809  -2.127086  -2.520263
C  -0.839294  -2.554771  -3.834830
C  -0.519337  -3.832563  -4.257151
C  0.028865  -4.741447  -3.358023
C  0.286617  -4.341743  -2.060456
C  -0.001998  -3.036675  -1.645650
P  0.475852  -2.510029  0.039648
C  2.302625  -2.563828  0.008692
C  3.064469  -2.976014  -1.080735
C  4.453970  -2.967698  -1.012736
C  5.097655  -2.541762  0.137012
C  4.346100  -2.114749  1.225177
C  2.963091  -2.122683  1.158058
C  0.045964  -3.941277  1.082792
C  -1.261612  -4.007971  1.561230
C  -1.666899  -5.080064  2.341920
C  -0.767474  -6.086299  2.664473
C  0.539550  -6.019637  2.202389
C  0.945903  -4.952366  1.414470
H  -3.237870  -0.925798  -3.517990
H  -3.619102  0.430259  -2.448476
H  -3.661715  -1.218733  -1.827553
H  -1.932644  0.831439  -4.720482
H  -0.802751  2.556816  -6.051874
H  1.259226  3.635833  -5.214476
H  2.180629  2.984855  -3.012588
H  1.477742  1.076835  1.805633
H  0.548113  2.460608  3.620843
H  -0.894309  4.399426  3.075484
H  -1.461937  4.894211  0.734121
H  -0.595376  3.472732  -1.097687
H  3.395549  -0.508355  -1.944503
H  5.834877  -0.174430  -1.960472
H  6.813214  1.863149  -0.945646
H  5.332806  3.562233  0.072000
H  2.893947  3.235944  0.078088
H  -1.295292  -1.869780  -4.541987
H  -0.714290  -4.130425  -5.280000
H  0.254797  -5.753123  -3.670004
H  0.717273  -5.045502  -1.357294
H  2.579944  -3.306460  -1.989628
H  5.029833  -3.295474  -1.869500
H  6.178835  -2.533833  0.186557
H  4.838740  -1.771094  2.125675
H  2.383239  -1.788872  2.013108
H  -1.965008  -3.215217  1.332959
H  -2.684877  -5.119480  2.707064
H  -1.082546  -6.918026  3.281251
H  1.246337  -6.799652  2.455424
H  1.968900  -4.904420  1.060996
C  -4.310618  5.164901  3.902526
C  -3.874620  3.839301  3.337390
C  -4.042091  3.535420  1.994428
C  -3.649157  2.311924  1.459815
C  -3.862761  2.048524  -0.002672
C  -3.067438  1.348605  2.294984
Se  -2.689402  -0.426679  1.619761
C  -2.876781  1.642175  3.653188
C  -2.271576  0.655107  4.615266
C  -3.282537  2.878981  4.146021
H  -4.749506  5.796788  3.130607
H  -3.467683  5.705508  4.339594
H  -5.053267  5.034834  4.691684
H  -4.501444  4.267444  1.336633
H  -4.343565  2.898625  -0.489195
H  -4.472602  1.156652  -0.152657
H  -2.908530  1.849841  -0.501231
H  -1.543234  0.013945  4.122450
H  -3.041207  0.001146  5.033204
H  -1.793375  1.175483  5.446577
H  -3.134077  3.090287  5.201450

Cartesian forces (eV/Å) of the 2 atoms listed first:
Cr -0.4 -0.5 -0.2
C 0.1 0.0 0.0